Entry a
41
Properties=species:S:1:pos:R:3 method="wB97M-V/def2-TZVPD" mol_weight_g_mol=234.219 e_lumo_ev=-3.017 total_charge=+1
N 26.29883 -27.12072 -15.27095
H 25.31702 -27.59884 -15.54944
H 27.04073 -27.88101 -15.14925
H 26.11569 -26.62560 -14.55338
H 26.78369 -26.47845 -15.97736
O 29.88006 -28.27424 -14.43606
H 30.82162 -28.57787 -14.65094
H 29.59174 -29.05967 -13.92092
O 24.24986 -25.98401 -17.39216
H 23.78222 -26.72573 -17.44546
H 24.45080 -25.41491 -18.05150
O 27.29001 -24.20363 -16.17337
H 26.62988 -23.70577 -15.67261
H 28.10319 -24.40907 -15.86279
O 22.97007 -28.47480 -16.04214
H 22.63974 -28.59094 -16.90810
H 23.37257 -29.27161 -15.78685
O 23.50601 -27.64019 -12.88768
H 23.37821 -27.57938 -13.88059
H 23.67289 -26.73849 -12.44916
O 27.45954 -24.68603 -18.93558
H 26.51430 -24.92837 -19.06963
H 27.14655 -24.52924 -18.03491
O 26.18722 -28.79657 -12.74605
H 25.27005 -28.90941 -12.66865
H 26.54051 -28.10626 -12.25521
O 23.66968 -25.52798 -14.82481
H 23.77563 -24.76045 -14.42274
H 24.15383 -25.48918 -15.70270
O 25.28960 -30.23344 -15.47116
H 25.70974 -30.87389 -14.76549
H 25.27081 -30.80555 -16.29599
O 28.83511 -27.26951 -16.92316
H 29.40574 -26.48563 -16.95400
H 29.36958 -27.73021 -16.35974
O 26.73224 -28.42411 -18.10336
H 26.48018 -27.98165 -18.87577
H 27.34728 -27.86501 -17.88531
O 27.41671 -25.27520 -12.45429
H 27.31688 -25.20884 -11.47561
H 27.45095 -24.34787 -12.38043



Entry b
41
Properties=species:S:1:pos:R:3 method="wB97M-V/def2-TZVPD" mol_weight_g_mol=234.219 e_lumo_ev=-3.408 total_charge=+1
N 0.10393 -0.45024 -0.07698
H -0.12407 0.23576 -0.67698
H 0.94693 -0.56624 0.02302
H -0.40407 -1.29424 -0.36198
H -0.21407 -0.29524 0.78202
O 2.52693 -2.45424 0.29202
H 3.34693 -2.14524 0.35802
H 2.83693 -3.31224 0.18202
O 0.08893 2.15176 -1.33598
H 0.61093 2.11276 -2.17998
H 0.38293 2.96776 -0.74198
O 1.97193 1.26676 1.50002
H 1.48593 1.99676 1.38002
H 2.29593 1.26476 2.34302
O -1.44907 -2.68724 -2.05698
H -2.16807 -2.08124 -2.03798
H -1.65407 -3.19224 -2.71298
O -2.71507 -1.40924 0.70202
H -3.06507 -0.54024 1.02602
H -2.34107 -1.93124 1.41302
O -1.90107 -0.37024 -2.29698
H -2.31107 0.45276 -2.19598
H -1.40807 -0.13724 -3.16698
O -1.00207 0.81876 3.29302
H -1.33707 1.52776 3.66202
H -0.28807 0.54476 3.90402
O 1.92193 -0.98924 -2.51498
H 2.83393 -0.86924 -2.84698
H 1.51793 -0.63524 -3.27398
O 1.25293 -2.02224 2.82202
H 1.76393 -2.05924 2.06102
H 1.61693 -2.44624 3.69002
O 3.82093 1.50176 -0.36898
H 2.91193 1.49976 0.11902
H 3.43093 1.56776 -1.31598
O -2.86007 1.00476 1.22002
H -2.46707 0.98576 2.01802
H -2.63607 1.91376 0.81802
O -2.50607 2.56876 -0.80498
H -1.75707 2.39776 -1.21698
H -3.06107 3.10776 -1.42398



Entry c
41
Properties=species:S:1:pos:R:3 method="wB97M-V/def2-TZVPD" mol_weight_g_mol=234.219 e_lumo_ev=-2.905 total_charge=+1
N -0.64574 0.16745 -0.28831
H -0.39775 -0.68856 0.04205
H -0.65173 0.05357 -1.25352
H 0.03591 0.88893 -0.14949
H -1.53134 0.45150 -0.04995
O 2.37021 -1.10013 0.08616
H 3.17086 -1.60166 -0.09844
H 1.82032 -1.19100 -0.68979
O 0.84990 -0.16832 2.19731
H 1.41112 -0.60825 1.53568
H 0.72939 0.72883 1.81887
O 1.48894 2.22107 1.17071
H 1.08743 2.90451 0.71127
H 2.10588 2.64270 1.75734
O -1.49270 -2.05318 2.35078
H -1.49305 -2.81799 2.87649
H -0.85528 -1.43829 2.70571
O 0.94086 -1.70724 -1.99200
H 0.50601 -2.43395 -1.55908
H 1.61056 -2.13587 -2.54443
O -0.22707 -3.31295 -0.06470
H 0.21126 -3.38143 0.78603
H -1.11431 -3.61584 -0.18412
O -1.55886 1.50567 2.54621
H -0.84851 1.71142 3.18527
H -2.23266 1.05644 3.08039
O -1.47234 2.89740 -0.91352
H -1.37376 3.46830 -0.13852
H -0.78592 3.25038 -1.47935
O 1.18989 1.63201 -2.28336
H 1.78953 2.19247 -2.74022
H 0.86187 1.15941 -3.05616
O 3.62042 1.73469 -0.17386
H 2.74825 1.94293 0.28768
H 3.57857 2.25850 -1.00547
O -3.50552 -1.02939 0.74795
H -3.92917 -0.24889 1.06686
H -2.88307 -1.21619 1.43097
O -1.81223 -1.18855 -2.91326
H -2.08445 -0.94277 -3.76367
H -1.23174 -1.98774 -3.04252



Calculated relative energies: entry a 311.4; entry b 385.1; entry c 0.0, given in kJ/mol



Entry a
15
Properties=species:S:1:pos:R:3 method="wB97M-V/def2-TZVPD" mol_weight_g_mol=102.113 e_lumo_ev=4.223 total_charge=-1
C 2.08950 -0.53707 -1.75837
C 1.25792 -1.57563 -1.61788
N -0.07439 -1.51991 -1.31121
H 1.75508 0.47827 -1.59499
H 3.14748 -0.68680 -1.92423
H 1.65687 -2.56933 -1.82199
H -0.36991 -0.76192 -0.67142
H -0.51990 -2.40235 -1.13894
O -0.28590 -0.16302 1.72575
C -1.02242 0.68607 1.18661
O -1.42263 0.70176 -0.00789
C -1.48928 1.85911 2.06494
H -0.69573 2.60714 2.13629
H -2.36761 2.33994 1.63761
H -1.65906 1.54374 3.09572



Entry b
15
Properties=species:S:1:pos:R:3 method="wB97M-V/def2-TZVPD" mol_weight_g_mol=102.113 e_lumo_ev=4.023 total_charge=-1
C 1.83118 -1.43700 0.79901
C -2.49202 -0.76748 -0.60338
C 1.03611 -0.40466 0.54843
C 0.65297 1.83754 -0.07059
N -1.89725 -0.09503 0.31313
O -2.58588 0.61502 1.17769
O 1.57076 0.81829 0.26764
H 1.42111 -2.40051 1.03668
H 2.90554 -1.34493 0.77675
H -3.57769 -0.83210 -0.74688
H -1.86303 -1.31607 -1.29874
H -0.05984 -0.45812 0.55141
H 1.00701 2.76073 0.39524
H -0.35665 1.60372 0.27573
H 0.63775 1.96857 -1.16029



Calculated relative energies: entry a 0.0; entry b 387.2, given in kJ/mol



Entry a
23
Properties=species:S:1:pos:R:3 method="wB97M-V/def2-TZVPD" mol_weight_g_mol=182.179 e_lumo_ev=0.686
C -0.75881 -0.20074 -3.22279
C -1.30051 -1.04451 -2.27003
C -0.32510 1.12146 -2.91090
C -1.51175 -0.50830 -0.98542
C -0.44230 1.56528 -1.63737
C -1.06661 0.77553 -0.66584
C 1.54431 -0.77209 2.81797
C -0.97480 0.95659 1.77695
N -1.38882 1.28825 2.90230
N 0.48052 -0.33186 1.73089
O -0.12805 -1.33284 1.31826
O 1.14851 0.28794 0.65062
O -1.29379 1.28120 0.56163
H -0.61410 -0.35320 -4.27618
H -1.43941 -2.00920 -2.67937
H 0.18161 1.87542 -3.47062
H -1.96668 -1.24700 -0.20684
H -0.09357 2.52141 -1.32082
H 0.99666 -0.90638 3.74556
H 2.07620 -1.46035 2.29772
H 2.04350 0.13550 2.99118
H -2.26750 1.66142 3.25518
H 1.15216 -0.34267 -0.08898



Entry b
23
Properties=species:S:1:pos:R:3 method="wB97M-V/def2-TZVPD" mol_weight_g_mol=182.179 e_lumo_ev=0.338 smiles="CC(=O)Nc1ccccc1.O=NO"
C -1.59955 0.01241 2.84245
C -0.46577 -0.17994 1.88232
O 0.58915 -0.64830 2.18525
N -0.76992 0.32072 0.58741
C 0.19958 0.37361 -0.46253
C -0.35436 0.28802 -1.74209
C 0.45197 0.24844 -2.83044
C 1.84429 0.32973 -2.78865
C 2.39084 0.22442 -1.51810
C 1.54112 0.25371 -0.36659
H -1.47078 0.93474 3.36073
H -1.71038 -0.87874 3.52755
H -2.43712 0.07400 2.27371
H -1.64483 0.67700 0.36787
H -1.47793 0.20178 -1.91587
H 0.05374 -0.02587 -3.75692
H 2.36744 0.09771 -3.67022
H 3.41911 0.23534 -1.34130
H 2.01824 -0.03071 0.58969
O -2.00232 -2.26246 -0.08222
N -1.10402 -2.10727 0.69417
O 0.11085 -2.37165 0.12945
H 0.92769 -2.19535 0.63538



Calculated relative energies: entry a 372.8; entry b 0.0, given in kJ/mol



Entry a
35
Properties=species:S:1:pos:R:3 method="wB97M-V/def2-TZVPD" mol_weight_g_mol=260.289 e_lumo_ev=-0.836 smiles="CCOCCOCC1=CC(=O)c2ccccc2C1=O"
C 3.38942 -1.12944 0.57808
C 3.82512 0.32010 0.52724
O 2.85051 1.17496 1.10077
C 2.54230 2.32385 0.31022
C 1.60114 1.96222 -0.85219
O 0.43119 2.75004 -0.91174
C -0.48068 2.48436 0.11622
C -1.46908 1.35932 -0.13829
C -2.64934 1.36524 0.48595
C -3.61567 0.25782 0.33014
O -4.80323 0.41763 0.42068
C -3.00441 -1.06448 0.05795
C -3.60784 -2.25508 0.44649
C -2.95833 -3.45951 0.18296
C -1.72996 -3.47636 -0.47882
C -1.13952 -2.28576 -0.89792
C -1.78439 -1.08525 -0.61518
C -1.19460 0.20906 -1.05348
O -0.58666 0.30701 -2.08434
H 2.98140 -1.39615 1.54741
H 4.27207 -1.74849 0.41914
H 2.69032 -1.37718 -0.21528
H 4.74840 0.42418 1.09984
H 4.03696 0.58155 -0.50850
H 3.47551 2.73246 -0.07616
H 2.08822 3.04082 0.98406
H 2.11227 2.12100 -1.79680
H 1.38830 0.89757 -0.78074
H 0.01659 2.27434 1.06744
H -1.06491 3.38837 0.26406
H -2.94846 2.17495 1.13480
H -4.56253 -2.21438 0.94638
H -3.41793 -4.38731 0.48880
H -1.23186 -4.41290 -0.67331
H -0.20032 -2.27454 -1.42588



Entry b
35
Properties=species:S:1:pos:R:3 method="wB97M-V/def2-TZVPD" mol_weight_g_mol=260.289 e_lumo_ev=-1.103 smiles="CCOCCOCc1ccc2c(c1)C(=O)C=CC2=O"
C 0.09763 1.72935 -6.21597
C -0.99509 1.77611 -5.01218
O -0.87939 0.50458 -4.30694
C -2.08899 0.25270 -3.52447
C -1.98414 0.79501 -2.01652
O -1.54012 -0.23747 -1.06943
C -0.58360 0.43990 -0.21729
C -0.13691 -0.39021 1.06546
C -0.15966 -1.92913 1.19898
C 0.31304 -2.71131 2.48028
C 0.84796 -1.87348 3.67168
C 0.90562 -0.29908 3.58450
C 0.41764 0.40970 2.30644
C 1.52437 0.46550 4.86436
O 1.10614 1.56828 5.28912
C 2.72018 -0.33979 5.59628
C 2.67226 -1.76980 5.67275
C 1.40538 -2.54236 5.03165
O 0.87476 -3.54705 5.55882
H 0.24474 2.79199 -6.63995
H 1.09883 1.36979 -5.79060
H -0.23869 1.01000 -7.05610
H -0.72220 2.66595 -4.33084
H -2.02661 1.95341 -5.47054
H -2.25491 -0.88999 -3.47412
H -3.02706 0.68831 -4.04195
H -3.00115 1.24306 -1.69202
H -1.22933 1.67282 -2.04576
H 0.32852 0.73536 -0.84521
H -1.09347 1.41246 0.15172
H -0.51458 -2.58933 0.33506
H 0.29118 -3.84282 2.57349
H 0.45981 1.54558 2.18777
H 3.62073 0.24733 6.01102
H 3.54711 -2.31536 6.17052



Calculated relative energies: entry a 0.0; entry b 608.6, given in kJ/mol



Entry a
21
Properties=species:S:1:pos:R:3 method="wB97M-V/def2-TZVPD" mol_weight_g_mol=135.190 e_lumo_ev=-4.316 total_charge=+1 smiles="CC1=[N+](C)[C@H]1n1cccc1"
C 2.35971 1.58961 -0.01422
C 1.59976 0.50949 -0.44706
N 1.40865 -0.67670 -0.03445
C 1.68998 -1.64668 0.92522
C 0.35133 -0.28423 -1.03505
N -1.03376 -0.15650 -0.69870
C -1.30827 0.60996 0.44921
C -2.61723 0.64170 0.64162
C -3.26621 -0.11986 -0.37084
C -2.32779 -0.56401 -1.22760
H 2.60836 2.36035 -0.73637
H 3.32179 1.26425 0.41220
H 1.98911 1.95035 0.92502
H 1.73460 -0.97592 1.87571
H 2.61223 -2.11783 0.67563
H 0.98996 -2.45569 1.06080
H 0.38015 -0.84027 -1.93437
H -0.58980 1.38978 0.69166
H -3.23037 1.17525 1.31457
H -4.36723 -0.44450 -0.34458
H -2.30496 -1.20855 -2.12841



Entry b
21
Properties=species:S:1:pos:R:3 method="wB97M-V/def2-TZVPD" mol_weight_g_mol=135.190 e_lumo_ev=-4.241 total_charge=+1 smiles="C[C@@H]1N=C[C@H]2C=CC=C[N@H+]21"
C -1.26929 1.92514 1.06608
C -0.13472 1.30494 0.27939
N 0.01288 1.79447 -1.06203
C -0.00888 0.82479 -1.89459
C -0.09493 -0.57529 -1.35181
C 1.04854 -1.46765 -1.59124
C 1.85905 -1.90106 -0.60285
C 1.46976 -1.82698 0.79621
C 0.39413 -1.04226 1.17013
N -0.38466 -0.25112 0.22981
H -1.02747 2.98580 1.21190
H -1.26073 1.33737 2.12386
H -2.20104 1.77107 0.60412
H 0.69283 1.45508 0.94240
H 0.27254 0.96116 -2.96847
H -1.03580 -1.15949 -1.75426
H 1.16842 -1.62193 -2.70674
H 2.78050 -2.58494 -0.81853
H 2.19134 -2.23670 1.49957
H -0.01796 -1.04647 2.13752
H -1.38737 -0.19106 0.25079



Calculated relative energies: entry a 134.6; entry b 0.0, given in kJ/mol



Entry a
10
Properties=species:S:1:pos:R:3 method="wB97M-V/def2-TZVPD" mol_weight_g_mol=192.987 e_lumo_ev=-0.003
C 0.01782 -0.46160 -0.05702
C 0.77537 0.82578 0.08065
C 2.06992 1.08341 0.12525
I 3.41616 -0.58922 -0.00661
C 2.61262 2.37348 0.06365
N 3.04302 3.40522 -0.09558
H 0.01959 -0.80854 -1.15896
H 0.47047 -1.29820 0.68912
H -1.04439 -0.37044 0.13862
H 0.30430 1.81277 0.22130



Entry b
10
Properties=species:S:1:pos:R:3 method="wB97M-V/def2-TZVPD" mol_weight_g_mol=192.987 e_lumo_ev="-1.178 / -3.515"
C -0.15030 -1.89931 -0.19033
C 0.82309 0.46259 0.71444
C 0.25998 0.72133 -0.74064
C 0.09683 -0.58862 -0.01411
N -0.22447 -3.04627 -0.44070
I -3.11078 1.09066 0.38136
H 1.90119 0.36720 1.00152
H 0.26622 0.97585 1.47089
H -0.57200 1.32102 -0.50711
H 0.71022 0.59556 -1.67532



Calculated relative energies: entry a 0.0; entry b 267.0, given in kJ/mol